Formula: C24H45OSn
Source: the OMol25 dataset
Level of theory: ωB97M-V/def2-TZVPD

ORCA input file:
```
! wB97M-V def2-TZVPD RIJCOSX def2/J DEFGRID3
* xyz 1 1
C 2.46 2.68 -3.15
O 1.10 2.96 -2.74
C 0.32 1.97 -2.39
C -1.07 2.07 -2.75
C -1.84 0.90 -2.94
C -3.19 1.00 -3.28
C -3.77 2.26 -3.48
C -3.00 3.42 -3.34
C -1.66 3.35 -2.98
H 2.94 3.65 -3.28
H 2.97 2.07 -2.39
H 2.45 2.14 -4.11
H 0.78 1.00 -2.15
H -1.32 -0.06 -2.86
H -3.78 0.09 -3.41
H -4.82 2.33 -3.75
H -3.45 4.40 -3.51
H -1.01 4.23 -2.90
C 1.92 3.13 0.82
C 0.90 1.99 0.76
C -0.31 2.36 1.61
C 1.59 0.70 1.22
Sn 0.44 -1.13 1.06
C 1.56 -2.48 -0.25
C 1.91 -1.82 -1.60
C 1.16 -2.47 -2.77
C 3.42 -1.80 -1.84
C 0.12 -2.07 3.00
C 0.90 -1.54 4.21
C 2.40 -1.80 4.09
C 0.36 -2.15 5.50
C -1.44 -0.69 0.03
C -2.73 -0.93 0.83
C -3.06 -2.42 0.89
C -3.91 -0.15 0.24
H -2.57 -0.56 1.86
H 2.32 3.22 1.84
H 2.75 2.95 0.14
H 1.46 4.08 0.54
H 0.57 1.88 -0.32
H -0.04 2.45 2.68
H -0.71 3.32 1.27
H -1.12 1.63 1.53
H 2.47 0.50 0.60
H 1.92 0.79 2.26
H 2.44 -2.75 0.34
H 0.90 -3.36 -0.36
H 1.59 -0.76 -1.57
H 1.44 -3.53 -2.87
H 0.07 -2.41 -2.63
H 1.40 -1.95 -3.71
H 3.82 -2.81 -1.90
H 3.66 -1.28 -2.78
H 3.94 -1.26 -1.04
H -0.96 -1.97 3.17
H 0.35 -3.14 2.84
H 0.74 -0.44 4.26
H 2.60 -2.88 4.01
H 2.85 -1.31 3.21
H 2.93 -1.43 4.97
H 0.51 -3.24 5.50
H 0.88 -1.73 6.37
H -0.71 -1.95 5.62
H -1.37 0.35 -0.31
H -1.43 -1.33 -0.87
H -3.16 -2.83 -0.12
H -2.28 -3.00 1.41
H -4.00 -2.59 1.43
H -4.08 -0.43 -0.80
H -4.82 -0.35 0.81
H -3.73 0.94 0.27
*
```

Computed properties:
- Highest occupied orbital energy: -11.3282 eV
- Kohn-Sham gap: 0.2175 hartree
- LUMO level: -5.41 eV
- Strongest force on any atom: 2.48 eV/A


Formula: C24H46BFN5O5
Source: the OMol25 dataset
Level of theory: ωB97M-V/def2-TZVPD

ORCA input file:
```
! wB97M-V def2-TZVPD RIJCOSX def2/J DEFGRID3
* xyz 1 1
C -1.94 0.11 -2.31
C -2.99 0.40 -1.50
C -2.99 0.77 -0.02
N -4.14 1.59 0.35
C -4.69 2.48 -0.66
C -5.55 3.59 -0.03
C -3.11 -0.59 0.75
C -4.18 -1.52 0.22
O -5.20 -1.11 -0.27
N -3.93 -2.90 0.34
C -5.14 -3.66 0.29
O -5.85 -3.90 1.19
F -5.35 -4.12 -0.94
C -1.67 -1.09 0.70
O -1.26 -2.22 0.73
N -0.84 0.01 0.55
C -1.62 1.27 0.57
C -1.80 1.61 2.08
C -0.64 2.36 2.74
C 0.67 1.57 2.79
C 1.47 1.82 4.06
N 2.71 1.03 4.11
B -0.81 2.39 -0.24
O 0.07 1.94 -1.21
O -0.83 3.73 -0.01
C -2.06 4.43 0.22
H -1.20 -0.67 -2.11
H -1.87 0.61 -3.27
H -3.98 0.32 -1.94
H -4.90 1.00 0.67
H -3.89 2.91 -1.27
H -5.33 1.95 -1.38
H -5.36 4.55 -0.53
H -5.34 3.69 1.03
H -6.61 3.39 -0.18
H -3.44 -0.40 1.79
H -3.53 -3.07 1.26
H -0.25 -0.12 -0.27
H -2.71 2.20 2.22
H -1.96 0.70 2.66
H -0.51 3.36 2.33
H -0.93 2.51 3.79
H 1.31 1.81 1.93
H 0.43 0.51 2.76
H 1.75 2.88 4.12
H 0.88 1.60 4.95
H 2.56 0.14 3.64
H 3.46 1.54 3.68
H 0.35 2.69 -1.76
H -1.81 5.40 0.63
H -2.71 3.91 0.92
H -2.58 4.60 -0.73
C 5.42 -3.39 -3.41
C 5.48 -1.94 -2.95
C 5.55 -1.78 -1.42
C 4.41 -2.38 -0.62
N 3.26 -1.46 -0.30
C 2.69 -0.74 -1.49
C 1.90 -1.81 -2.22
C 1.30 -2.67 -1.09
C 2.08 -2.30 0.17
C 3.65 -0.49 0.77
H 4.50 -3.90 -3.09
H 5.44 -3.45 -4.50
H 6.26 -3.96 -3.03
H 4.63 -1.39 -3.37
H 6.37 -1.48 -3.37
H 5.68 -0.72 -1.17
H 6.47 -2.27 -1.09
H 4.77 -2.71 0.35
H 3.99 -3.26 -1.11
H 2.03 0.03 -1.10
H 3.48 -0.27 -2.06
H 2.56 -2.41 -2.85
H 1.15 -1.38 -2.87
H 1.38 -3.73 -1.32
H 0.25 -2.47 -0.94
H 2.47 -3.16 0.72
H 1.48 -1.69 0.84
H 4.47 0.13 0.40
H 3.97 -1.05 1.64
H 2.79 0.13 1.01
*
```

Computed properties:
- Highest occupied orbital energy: -10.9915 eV
- Kohn-Sham gap: 0.3235 hartree
- LUMO level: -2.19 eV
- Strongest force on any atom: 2.72 eV/A


Formula: C24H46Ba2N2O14S4
Source: the OMol25 dataset
Level of theory: ωB97M-V/def2-TZVPD

ORCA input file:
```
! wB97M-V def2-TZVPD RIJCOSX def2/J DEFGRID3
* xyz 2 1
Ba 25.54 6.36 -4.33
Ba 28.99 11.72 -2.78
O 24.47 11.12 -2.71
C 23.80 11.90 -1.68
C 24.27 11.98 -0.09
O 25.44 12.64 0.17
H 22.72 11.81 -1.81
H 23.79 12.92 -2.05
H 24.38 10.95 0.25
H 23.42 12.49 0.37
O 16.37 8.53 -2.04
S 15.68 9.47 -1.23
O 14.22 9.70 -1.37
O 16.09 9.15 0.40
C 15.33 9.84 1.36
C 15.85 9.76 2.78
C 16.47 11.10 -1.45
H 14.28 9.56 1.31
H 15.21 10.88 1.07
H 15.39 8.90 3.25
H 15.61 10.69 3.29
H 16.91 9.59 2.98
H 16.00 11.75 -0.70
H 16.54 11.36 -2.51
H 17.48 10.82 -1.16
O 23.28 14.48 -10.15
S 22.75 13.16 -9.93
O 21.60 12.92 -9.07
O 22.40 12.47 -11.40
C 21.85 11.16 -11.43
C 21.27 11.02 -12.80
C 24.27 12.09 -9.45
H 21.03 11.00 -10.73
H 22.66 10.46 -11.23
H 20.64 10.17 -13.05
H 22.04 10.90 -13.57
H 20.67 11.90 -13.07
H 24.94 12.63 -8.77
H 24.67 11.69 -10.38
H 23.84 11.17 -9.06
O 17.94 18.80 -0.11
S 19.01 19.71 -0.58
O 19.05 20.14 -1.96
O 19.01 21.06 0.39
C 18.09 21.31 1.45
C 18.77 22.41 2.23
C 20.64 19.20 -0.07
H 17.76 20.42 1.98
H 17.23 21.64 0.86
H 18.89 23.34 1.67
H 19.72 21.89 2.42
H 18.24 22.59 3.16
H 20.66 19.04 1.01
H 21.36 19.90 -0.48
H 20.76 18.17 -0.40
O 19.28 17.45 6.40
S 20.01 16.19 6.20
O 19.60 15.21 5.18
O 21.68 16.51 6.06
C 22.55 15.46 5.50
C 22.29 13.98 5.99
C 20.01 15.26 7.82
H 23.58 15.73 5.75
H 22.49 15.61 4.42
H 21.54 13.36 5.50
H 22.17 13.91 7.07
H 23.14 13.43 5.58
H 20.81 15.58 8.49
H 19.83 14.19 7.73
H 19.15 15.63 8.38
N 22.28 6.42 -8.24
C 21.26 7.25 -7.77
C 20.01 7.19 -8.22
C 19.69 6.24 -9.19
C 20.66 5.31 -9.71
C 21.97 5.48 -9.21
H 21.46 8.01 -7.02
H 19.22 7.91 -8.05
H 18.65 6.07 -9.43
H 20.48 4.53 -10.43
H 22.79 4.88 -9.55
N 28.18 17.15 -3.78
C 27.23 17.98 -3.20
C 26.93 19.29 -3.70
C 27.44 19.65 -4.93
C 28.32 18.74 -5.55
C 28.73 17.60 -4.91
H 26.71 17.68 -2.30
H 26.30 20.03 -3.23
H 27.21 20.61 -5.38
H 28.89 19.00 -6.43
H 29.33 16.82 -5.36
*
```

Computed properties:
- Highest occupied orbital energy: -10.5723 eV
- Kohn-Sham gap: 0.0994 hartree
- LUMO level: -7.87 eV
- Strongest force on any atom: 6.02 eV/A


Formula: C24H46BrClN4O5
Source: the OMol25 dataset
Level of theory: ωB97M-V/def2-TZVPD

ORCA input file:
```
! wB97M-V def2-TZVPD RIJCOSX def2/J DEFGRID3
* xyz 0 1
C 7.63 1.53 0.76
O 6.34 1.52 0.15
C 6.34 0.79 -1.07
C 5.24 1.30 -2.03
C 3.93 1.53 -1.21
C 2.68 1.21 -2.09
C 2.02 -0.13 -1.60
C 0.51 -0.18 -2.04
C -0.49 -0.31 -0.85
C -1.40 -1.57 -0.80
C -0.66 -2.87 -1.28
C 0.43 -3.44 -0.37
O 0.55 -4.59 -0.33
Cl 1.53 -2.50 0.67
C -2.69 -1.48 -1.72
C -2.82 -0.20 -2.56
C -3.45 1.06 -1.93
C -4.94 0.97 -1.56
C -5.54 2.34 -1.07
N -4.88 3.51 -1.67
C -4.75 4.67 -0.82
N -3.99 5.60 -1.18
N -5.48 4.85 0.39
O -3.90 -1.79 -1.01
C -3.77 -2.98 -0.25
C -2.67 -2.93 0.86
N -1.79 -1.75 0.64
C -2.38 -0.50 1.26
C -1.39 0.14 2.26
O -0.89 1.13 1.97
Br -0.97 -0.71 3.92
H 7.54 1.35 1.84
H 8.13 2.50 0.60
H 8.28 0.73 0.37
H 6.23 -0.29 -0.85
H 7.31 0.94 -1.57
H 5.04 0.51 -2.76
H 5.55 2.24 -2.50
H 3.94 0.92 -0.30
H 3.85 2.57 -0.86
H 1.94 2.01 -1.87
H 2.88 1.20 -3.17
H 2.11 -0.09 -0.51
H 2.61 -0.95 -2.03
H 0.35 0.81 -2.50
H 0.38 -0.90 -2.86
H -1.05 0.64 -0.79
H 0.12 -0.32 0.06
H -0.25 -2.75 -2.29
H -1.41 -3.67 -1.37
H -2.63 -2.29 -2.46
H -3.49 -0.47 -3.40
H -1.89 0.10 -3.06
H -2.91 1.50 -1.07
H -3.39 1.84 -2.71
H -5.53 0.59 -2.42
H -5.15 0.27 -0.74
H -5.40 2.33 0.02
H -6.61 2.36 -1.31
H -5.32 3.74 -2.56
H -3.55 5.36 -2.07
H -4.98 4.36 1.13
H -6.41 4.44 0.33
H -3.56 -3.84 -0.91
H -4.74 -3.20 0.21
H -3.08 -2.96 1.87
H -2.09 -3.86 0.77
H -0.96 -1.93 1.23
H -3.23 -0.84 1.87
H -2.80 0.20 0.54
C 3.56 -2.40 5.84
C 3.57 -1.18 4.90
C 2.72 -1.52 3.65
O 4.83 -0.94 4.51
H 3.98 -3.28 5.36
H 4.13 -2.19 6.75
H 2.53 -2.65 6.15
H 3.01 -0.37 5.44
H 3.13 -2.39 3.11
H 2.68 -0.67 2.96
H 1.69 -1.76 3.94
*
```

Computed properties:
- Highest occupied orbital energy: -4.2956 eV
- Kohn-Sham gap: 0.1238 hartree
- Relative energy (zero: lowest compared OMol25 entry of this formula, charge and spin): 0.000 eV
- LUMO level: -0.93 eV
- Strongest force on any atom: 4.09 eV/A


Formula: C24H46Cl3IrN2O4Si
Source: the OMol25 dataset
Level of theory: ωB97M-V/def2-TZVPD

ORCA input file:
```
! wB97M-V def2-TZVPD RIJCOSX def2/J DEFGRID3
* xyz 0 5
C -1.73 -1.94 -3.34
C -1.12 -2.61 -2.17
H -1.29 -2.31 -4.27
H -1.54 -0.86 -3.27
H -2.82 -2.10 -3.37
C -0.62 -3.86 -2.22
C -0.63 -4.73 -3.44
H -0.24 -4.36 -1.33
H -0.49 -4.17 -4.37
H -1.56 -5.31 -3.52
H 0.18 -5.47 -3.35
Ir -0.02 0.72 0.47
Cl -2.31 0.94 0.51
Cl 0.75 2.52 -0.79
H 1.06 5.06 3.98
H -1.12 6.00 3.00
C 1.29 4.65 2.99
C -0.78 5.58 2.04
N 0.05 4.40 2.28
H 1.88 3.74 3.09
C -0.39 3.19 1.97
O 0.36 2.15 2.02
H -1.65 5.32 1.43
H -1.43 3.11 1.63
H 1.86 5.42 2.44
H -0.19 6.34 1.52
H 1.57 -0.90 -2.81
H 2.42 -3.35 -1.59
C 2.44 -0.49 -2.27
C 3.23 -2.62 -1.38
N 2.71 -1.29 -1.07
H 2.25 0.55 -2.00
C 2.58 -0.85 0.17
O 1.99 0.23 0.50
H 3.85 -2.99 -0.55
H 3.08 -1.44 0.96
H 3.32 -0.57 -2.92
H 3.85 -2.54 -2.28
O -0.21 -0.78 -0.96
C -1.18 -1.78 -0.87
C 0.13 -3.26 0.68
C -1.08 -2.66 0.38
H 0.99 -3.07 0.03
C 0.20 -4.17 1.75
H -2.16 -1.27 -0.83
C -2.24 -2.96 1.09
H 1.16 -4.61 2.03
C -0.96 -4.52 2.45
C -2.19 -3.95 2.08
H -3.17 -2.46 0.81
H -0.92 -5.23 3.28
H -3.11 -4.23 2.59
Si -0.49 3.18 -3.19
Cl -0.36 1.07 -3.34
C 1.32 3.74 -3.37
C -1.79 3.73 -1.93
C -1.12 3.78 -4.90
H 2.04 2.90 -3.39
H 1.61 4.44 -2.58
H 1.44 4.26 -4.32
H -0.40 3.43 -5.65
H -1.17 4.88 -4.97
H -2.10 3.36 -5.15
H -2.09 2.94 -1.23
H -2.70 4.06 -2.45
H -1.43 4.59 -1.35
C 2.02 -0.16 3.65
C 1.06 -1.19 3.13
O -0.09 -0.60 2.45
C -1.07 -0.15 3.44
C -1.73 -1.29 4.17
H 2.38 0.50 2.85
H 2.89 -0.68 4.07
H 1.57 0.43 4.45
H 1.53 -1.86 2.39
H 0.68 -1.84 3.93
H -0.54 0.54 4.12
H -1.81 0.42 2.87
H -1.01 -1.88 4.74
H -2.44 -0.85 4.88
H -2.28 -1.92 3.48
*
```

Computed properties:
- Highest occupied orbital energy (alpha / beta): -6.1585 / -7.8732 eV
- Expectation value of S²: 6.01
- Kohn-Sham gap (alpha / beta): 0.2386 / 0.2633 hartree
- Relative energy (zero: lowest compared OMol25 entry of this formula, charge and spin): 0.087 eV
- LUMO level (alpha / beta): 0.33 / -0.71 eV
- Strongest force on any atom: 4.25 eV/A


Formula: C24H46N2O2PS
Source: the OMol25 dataset
Level of theory: ωB97M-V/def2-TZVPD

ORCA input file:
```
! wB97M-V def2-TZVPD RIJCOSX def2/J DEFGRID3
* xyz 1 1
O -1.81 -5.32 5.27
C -1.13 -4.04 5.34
C -1.46 -3.10 4.09
C -2.62 -2.00 4.40
C -2.49 -0.83 3.30
C -2.53 0.66 3.93
C -3.06 1.77 2.85
C -2.52 1.37 1.36
O -3.01 2.40 0.48
P -0.63 1.43 1.44
S 0.28 1.34 -0.27
C -3.15 -0.07 1.02
C -2.27 -0.98 0.04
C -2.42 -0.49 -1.51
C -1.53 -1.45 -2.44
C -0.94 -0.70 -3.75
C 0.38 -1.57 -4.18
C 1.61 -1.04 -3.29
C 2.25 -2.17 -2.33
C 3.85 -2.00 -2.36
C 4.40 -0.79 -1.47
C 4.69 0.58 -2.32
C 3.84 1.74 -1.61
C 3.75 3.11 -2.45
N 2.56 3.86 -1.90
C 2.89 4.57 -0.68
C 1.52 5.20 -0.30
C 0.48 4.77 -1.40
C 1.23 3.88 -2.43
N -3.58 -0.85 2.26
H -2.22 -5.37 4.38
H -1.25 -3.52 6.36
H 0.00 -4.29 5.26
H -0.47 -2.58 3.80
H -1.80 -3.66 3.15
H -3.62 -2.53 4.22
H -2.50 -1.62 5.48
H -1.51 -1.04 2.73
H -1.51 1.04 4.28
H -3.27 0.74 4.81
H -4.21 1.82 2.80
H -2.65 2.81 3.06
H -2.88 2.14 -0.46
H -0.04 0.46 2.31
H -0.30 2.72 2.02
H -4.14 0.14 0.46
H -2.75 -2.04 0.05
H -1.19 -1.13 0.35
H -3.52 -0.56 -1.86
H -2.09 0.58 -1.66
H -0.60 -1.73 -1.81
H -2.06 -2.41 -2.76
H -1.68 -0.67 -4.62
H -0.63 0.39 -3.54
H 0.15 -2.65 -3.85
H 0.56 -1.51 -5.31
H 1.19 -0.23 -2.59
H 2.39 -0.59 -4.01
H 1.98 -3.24 -2.67
H 1.88 -2.04 -1.25
H 4.22 -1.83 -3.43
H 4.31 -2.97 -1.93
H 5.31 -1.06 -0.82
H 3.57 -0.54 -0.71
H 4.41 0.39 -3.42
H 5.81 0.79 -2.18
H 2.76 1.34 -1.54
H 4.22 2.00 -0.57
H 4.69 3.76 -2.36
H 3.58 2.93 -3.57
H 3.90 4.65 -0.14
H 1.33 5.83 0.64
H -0.62 5.06 -1.42
H 0.86 3.35 -3.36
H -4.50 -0.55 2.61
H -3.68 -1.85 1.98
*
```

Computed properties:
- Highest occupied orbital energy: -9.5107 eV
- Kohn-Sham gap: 0.2349 hartree
- Structure (SMILES): OCCC[C@@H]1CC[C@@](O)([PH2]=S)[C@@H](CCCCCCCCCCCCn2cccc2)[NH2+]1
- Relative energy (zero: lowest compared OMol25 entry of this formula, charge and spin): 0.000 eV
- LUMO level: -3.12 eV
- Strongest force on any atom: 6.88 eV/A